C3H7N3O2 | wB97M-V/def2-TZVPD

## Properties
ΔE to the lowest compared entry with this formula, charge and spin in kcal per mole: 86.0
Gap between HOMO and LUMO in eV: 9.770
SMILES: C/N=C\NOC(N)=O

Cartesian coordinates (Å):
C: 1.25516 0.06796 -1.64220
C: 1.08775 1.31043 0.33044
C: -1.17647 -0.52645 0.30708
H: 0.25898 0.04829 -2.05691
H: 2.01808 0.00118 -2.33739
H: 1.46869 -0.83373 -1.07695
H: 1.19168 2.23536 0.85449
H: 0.17710 0.44291 2.04195
H: -1.34396 -2.38816 -0.59613
H: -2.57626 -1.23619 -0.69703
N: 1.49683 1.19664 -0.86470
N: 0.75893 0.27493 1.26604
N: -1.61651 -1.39907 -0.67094
O: 0.16795 -0.88196 0.64659
O: -1.75141 0.39585 0.82632